(1)
{"formula": "C25H27N7O8STi", "method": "the ωB97M-V functional and the def2-TZVPD basis", "total_charge": -2, "multiplicity": 3, "mol_weight_g_mol": 633.47, "relative_energy_ev": 0.840, "total_energy_ha": -3201.887445, "species": ["Ti", "O", "C", "O", "C", "C", "C", "C", "C", "N", "C", "O", "O", "H", "H", "H", "C", "O", "C", "O", "N", "N", "H", "H", "H", "H", "H", "H", "N", "C", "C", "C", "C", "C", "C", "S", "O", "O", "N", "C", "N", "C", "C", "C", "N", "H", "H", "H", "H", "H", "H", "H", "H", "H", "C", "C", "C", "C", "C", "C", "H", "H", "H", "H", "H", "H", "H", "H", "H"], "coordinates": [[-0.036, -0.433, 0.438], [-2.871, 1.645, 2.811], [-1.896, 1.177, 2.230], [-1.740, 0.952, 0.980], [-0.635, 0.854, 3.012], [-0.360, 1.177, 4.324], [0.941, 1.017, 4.798], [1.948, 0.663, 3.903], [1.605, 0.380, 2.599], [0.317, 0.356, 2.211], [2.513, 0.294, 1.397], [3.730, 0.351, 1.495], [1.814, 0.284, 0.308], [-1.154, 1.585, 4.936], [1.177, 1.240, 5.831], [2.992, 0.646, 4.186], [0.037, -0.552, -5.034], [0.718, -1.132, -3.922], [0.514, -0.612, -2.694], [0.955, -1.198, -1.726], [-0.090, 0.615, -2.659], [-0.378, 1.040, -1.332], [0.286, -1.178, -5.888], [0.377, 0.470, -5.213], [-1.042, -0.549, -4.884], [-0.899, 0.847, -3.296], [-1.385, 1.176, -1.245], [0.080, 1.934, -1.190], [-5.829, 0.835, -8.158], [-4.946, 0.934, -7.029], [-3.703, 1.538, -7.144], [-2.833, 1.609, -6.061], [-3.164, 1.080, -4.789], [-4.429, 0.441, -4.713], [-5.287, 0.381, -5.798], [-2.134, -2.008, -2.066], [-2.374, 1.161, -3.771], [-2.223, -3.493, -2.082], [-1.621, -1.492, -0.576], [-2.404, -1.779, 0.480], [-3.691, -2.168, 0.354], [-4.365, -2.330, 1.474], [-3.823, -2.130, 2.737], [-2.493, -1.752, 2.763], [-1.772, -1.609, 1.667], [-5.790, 1.674, -8.722], [-6.784, 0.707, -7.851], [-3.408, 1.965, -8.099], [-1.869, 2.093, -6.177], [-4.708, -0.004, -3.765], [-6.247, -0.117, -5.688], [-5.405, -2.631, 1.360], [-4.407, -2.238, 3.639], [-1.974, -1.582, 3.703], [2.311, -5.361, 0.765], [2.338, -4.291, 1.865], [1.784, -4.880, 3.169], [3.781, -3.818, 2.087], [1.515, -3.144, 1.448], [0.856, -2.194, 1.068], [2.939, -6.216, 1.040], [2.672, -4.941, -0.174], [1.290, -5.709, 0.603], [2.390, -5.731, 3.499], [0.756, -5.213, 3.025], [1.788, -4.121, 3.954], [4.423, -4.660, 2.371], [3.817, -3.063, 2.874], [4.173, -3.361, 1.178]], "atomic_forces_ev_per_a": [[-1.2899, -0.3160, -2.2240], [0.0283, 0.0134, 0.0530], [-0.1006, 0.0209, -0.1933], [0.0263, -0.0332, 0.1605], [0.1732, -0.1416, -0.2713], [0.0469, 0.0287, 0.2243], [-0.1140, -0.0088, -0.1609], [0.1024, 0.0643, 0.1381], [-0.3251, 0.0236, -0.0319], [0.7202, 1.0264, 1.7802], [0.1481, 0.0341, -0.3758], [-0.0217, -0.0059, 0.1884], [1.0459, 0.1485, 0.3766], [-0.0215, -0.0295, -0.0138], [0.0152, 0.0148, -0.0006], [0.0033, 0.0008, -0.0342], [-0.0107, 0.0029, -0.0294], [-0.0632, -0.0402, 0.0697], [0.1674, 0.2606, -0.2387], [-0.2222, 0.0231, 0.1937], [-0.1254, -0.1831, 0.3023], [-0.0195, 0.0973, -0.0452], [0.0262, 0.0066, 0.0093], [-0.0127, 0.0032, 0.0033], [0.0100, 0.0087, 0.0136], [0.1366, -0.1584, -0.1049], [0.0432, 0.0542, -0.0578], [-0.0502, -0.0200, 0.0933], [0.0379, -0.0747, -0.0508], [-0.0345, 0.0020, 0.0317], [0.0220, 0.0060, 0.0261], [-0.0480, 0.0182, -0.1190], [0.1681, 0.0102, 0.0829], [-0.0318, 0.0006, -0.0413], [0.0165, -0.0013, -0.0043], [0.0969, 0.1001, 0.1178], [-0.0928, 0.1108, 0.0184], [-0.0086, 0.0010, -0.0329], [-0.7392, -0.3152, -0.1816], [-0.2617, -0.3077, -0.0786], [0.0392, -0.0251, 0.0536], [0.0422, -0.0084, -0.0333], [-0.0766, -0.0400, -0.0069], [0.3064, -0.1595, 0.1285], [-0.3494, 0.2970, -0.2555], [-0.0359, 0.0186, 0.0285], [-0.0056, 0.0377, -0.0055], [0.0181, -0.0140, -0.0003], [-0.0072, 0.0147, 0.0344], [-0.0020, 0.0109, 0.0088], [-0.0083, 0.0019, 0.0004], [-0.0077, 0.0025, 0.0201], [0.0202, -0.0197, 0.0114], [-0.0132, 0.0625, -0.0014], [0.0060, -0.0015, 0.0104], [-0.0431, 0.0599, -0.0309], [0.0159, -0.0157, -0.0067], [0.0055, -0.0241, 0.0015], [-0.0325, -0.0380, 0.0536], [0.6765, -0.5902, 0.3906], [-0.0007, 0.0015, 0.0095], [0.0040, -0.0096, -0.0048], [0.0000, -0.0001, -0.0118], [0.0041, -0.0001, -0.0065], [-0.0029, -0.0011, 0.0071], [-0.0021, -0.0059, 0.0092], [0.0011, 0.0026, 0.0061], [0.0019, 0.0032, 0.0000], [0.0049, -0.0058, -0.0032]], "nbo_charge": [1.279, -0.682, 0.758, -0.730, 0.098, -0.227, -0.201, -0.220, 0.115, -0.436, 0.769, -0.663, -0.681, 0.230, 0.199, 0.229, -0.269, -0.509, 0.896, -0.581, -0.545, -0.628, 0.182, 0.177, 0.218, 0.461, 0.415, 0.375, -0.827, 0.046, -0.269, -0.280, 0.347, -0.299, -0.240, 1.145, -0.850, -0.861, -0.877, 0.589, -0.495, 0.101, -0.387, 0.113, -0.479, 0.348, 0.350, 0.179, 0.186, 0.213, 0.181, 0.172, 0.206, 0.191, -0.587, -0.152, -0.585, -0.586, -0.084, -0.355, 0.176, 0.220, 0.214, 0.179, 0.211, 0.207, 0.176, 0.212, 0.223]}

---

(2)
{"formula": "C4H10NO2", "method": "the ωB97M-V functional and the def2-TZVPD basis", "total_charge": 1, "mol_weight_g_mol": 104.13, "relative_energy_ev": 2.286, "smiles": "C[C@H]1[NH2+][C@@H](O)[C@@H]1O", "total_energy_ha": -363.351635, "species": ["C", "C", "N", "C", "O", "C", "O", "H", "H", "H", "H", "H", "H", "H", "H", "H", "H"], "coordinates": [[-1.071, 1.122, 0.985], [-0.558, -0.240, 0.576], [-0.635, -0.450, -0.914], [0.875, -0.559, -1.164], [1.334, 0.532, -1.810], [0.970, -0.421, 0.690], [1.327, -1.578, 1.284], [-0.638, 1.904, 0.364], [-0.789, 1.324, 2.015], [-2.155, 1.164, 0.921], [-1.076, -1.044, 1.103], [-1.173, -1.274, -1.198], [-1.012, 0.372, -1.404], [1.161, -1.537, -1.536], [1.724, 0.343, -2.673], [1.547, 0.465, 0.935], [2.271, -1.610, 1.480]], "atomic_forces_ev_per_a": [[-0.1107, -0.1428, -0.0503], [0.3259, 0.0248, 0.8467], [-0.4682, 0.0217, -0.4921], [0.6117, 0.2375, 3.6510], [0.0164, 0.3001, -0.3136], [-0.4070, -0.1008, -4.0794], [0.0733, -0.4789, 0.4907], [0.0614, 0.1198, -0.0648], [0.0179, -0.0560, 0.0772], [-0.0901, 0.0901, -0.0423], [0.0156, 0.0174, -0.1655], [0.0571, 0.1590, 0.0260], [0.0518, -0.2416, 0.0708], [-0.0809, -0.0284, -0.1234], [-0.0539, -0.0933, 0.0074], [0.0436, 0.1148, 0.1393], [-0.0638, 0.0566, 0.0221]], "nbo_charge": [-0.637, -0.076, -0.550, 0.213, -0.687, 0.135, -0.674, 0.225, 0.258, 0.239, 0.247, 0.444, 0.445, 0.200, 0.513, 0.200, 0.505]}

---

(3)
{"formula": "C44H53IN2O7SiTi", "method": "the ωB97M-V functional and the def2-TZVPD basis", "total_charge": 1, "multiplicity": 2, "mol_weight_g_mol": 924.77, "total_energy_ha": -3781.223608, "species": ["Ti", "C", "C", "O", "C", "C", "O", "C", "C", "O", "C", "C", "O", "H", "H", "H", "H", "H", "H", "H", "H", "H", "H", "H", "H", "H", "H", "H", "H", "C", "C", "C", "C", "Si", "O", "C", "C", "C", "C", "C", "C", "C", "C", "C", "C", "C", "C", "H", "H", "H", "H", "H", "H", "H", "H", "H", "H", "H", "H", "H", "H", "H", "H", "H", "H", "H", "C", "C", "C", "C", "C", "C", "N", "C", "C", "C", "C", "C", "C", "C", "O", "O", "C", "C", "H", "H", "H", "H", "H", "H", "H", "H", "H", "H", "H", "H", "H", "H", "I", "C", "C", "C", "C", "C", "N", "H", "H", "H", "H"], "coordinates": [[0.239, -0.193, -0.670], [1.807, -2.432, 0.015], [1.152, -2.732, -1.369], [0.821, -1.457, -2.050], [-0.163, -1.514, -3.139], [-1.053, -0.205, -3.184], [-1.014, 0.544, -1.926], [-2.213, 1.078, -1.252], [-2.277, 0.646, 0.262], [-0.921, 0.357, 0.757], [-0.777, -0.443, 1.983], [0.589, -1.235, 1.982], [1.159, -1.249, 0.631], [2.837, -2.195, -0.113], [1.685, -3.289, 0.652], [0.255, -3.288, -1.210], [1.842, -3.297, -1.973], [-0.800, -2.359, -2.978], [0.366, -1.624, -4.070], [-2.061, -0.475, -3.398], [-0.690, 0.450, -3.946], [-3.101, 0.733, -1.758], [-2.155, 2.144, -1.320], [-2.874, -0.238, 0.350], [-2.705, 1.440, 0.854], [-1.578, -1.158, 2.031], [-0.820, 0.219, 2.832], [0.389, -2.243, 2.283], [1.294, -0.775, 2.645], [4.311, 2.647, -3.756], [2.917, 2.229, -3.246], [2.248, 1.338, -4.317], [2.041, 3.487, -3.044], [3.068, 1.392, -1.577], [1.539, 1.023, -0.988], [4.027, 2.605, -0.528], [5.438, 2.584, -0.508], [6.169, 3.555, 0.172], [5.509, 4.573, 0.857], [4.119, 4.630, 0.838], [3.390, 3.667, 0.140], [4.043, -0.208, -1.614], [4.919, -0.522, -0.558], [5.668, -1.696, -0.556], [5.553, -2.599, -1.610], [4.672, -2.328, -2.657], [3.929, -1.148, -2.656], [4.222, 3.130, -4.742], [4.981, 1.778, -3.865], [4.797, 3.356, -3.076], [1.944, 1.947, -5.179], [1.350, 0.841, -3.924], [2.930, 0.566, -4.689], [1.932, 4.024, -3.997], [2.485, 4.180, -2.317], [1.036, 3.224, -2.680], [5.980, 1.805, -1.047], [7.254, 3.523, 0.159], [6.077, 5.332, 1.384], [3.600, 5.430, 1.358], [2.305, 3.757, 0.091], [5.025, 0.167, 0.278], [6.349, -1.904, 0.266], [6.156, -3.502, -1.627], [4.576, -3.030, -3.481], [3.256, -0.956, -3.488], [-6.420, -1.169, -6.346], [-6.439, -1.322, -4.838], [-7.549, -0.914, -4.114], [-7.570, -1.027, -2.729], [-6.461, -1.503, -2.060], [-5.336, -1.936, -2.764], [-4.206, -2.396, -2.021], [-4.259, -3.306, -0.956], [-5.405, -4.108, -0.807], [-5.489, -5.068, 0.180], [-4.439, -5.264, 1.076], [-3.308, -4.491, 0.940], [-3.176, -3.515, -0.061], [-1.868, -2.787, -0.071], [-1.012, -3.116, 0.762], [-1.686, -1.781, -0.891], [-5.335, -1.887, -4.172], [-4.232, -2.500, -5.012], [-7.282, -0.595, -6.684], [-6.442, -2.140, -6.852], [-5.516, -0.651, -6.681], [-8.410, -0.514, -4.639], [-8.450, -0.724, -2.171], [-6.454, -1.539, -0.973], [-3.296, -2.017, -2.201], [-6.218, -3.995, -1.511], [-6.387, -5.676, 0.250], [-4.506, -6.011, 1.856], [-2.477, -4.618, 1.620], [-3.572, -3.127, -4.406], [-3.638, -1.747, -5.539], [-4.663, -3.136, -5.789], [-1.663, 4.712, 0.865], [-0.071, 3.844, 1.929], [0.391, 4.491, 3.072], [1.441, 3.903, 3.759], [2.009, 2.741, 3.267], [1.487, 2.196, 2.111], [0.427, 2.712, 1.452], [-0.050, 5.423, 3.401], [1.816, 4.357, 4.671], [2.858, 2.274, 3.764], [1.948, 1.325, 1.651]], "atomic_forces_ev_per_a": [[1.3742, 1.2978, -0.6849], [-1.0997, 0.4625, -0.5504], [0.2357, 0.7034, 0.5041], [-0.0134, -1.4623, -0.9010], [-0.1447, 0.6927, 0.6685], [0.7345, -0.3815, 0.8781], [-1.7137, 0.3475, -1.1046], [0.5475, -0.6357, 0.5144], [0.5699, 0.0489, -0.5488], [-1.4220, -0.0351, 1.2713], [0.5699, -0.2066, -0.5790], [-0.6207, 0.4153, -0.7745], [0.6095, -1.6121, 1.2998], [0.8042, 0.3602, 0.0423], [-0.1844, -0.3504, 0.2536], [-0.6544, -0.1848, -0.0502], [0.3609, -0.0477, -0.2655], [-0.2491, -0.4519, 0.1689], [0.3048, 0.0791, -0.3821], [-0.7956, -0.2937, -0.1461], [0.1858, 0.5032, -0.4070], [-0.2958, -0.2542, -0.1194], [0.2073, 0.6100, -0.1110], [-0.1748, -0.5451, 0.1202], [0.0158, 0.4224, 0.1181], [-0.3860, -0.2326, -0.1290], [0.0532, 0.3681, 0.2549], [-0.1408, -0.4925, 0.1192], [0.4928, 0.3382, 0.1777], [0.0279, -0.0476, -0.0172], [-0.1982, 0.0988, -0.5531], [0.0470, 0.0414, 0.0716], [-0.0220, -0.0167, 0.0364], [-0.4875, -0.1617, 0.2613], [1.0746, 0.5655, -0.1676], [0.1901, 0.4139, 0.4597], [-0.1927, 0.0894, 0.0486], [-0.1607, -0.0050, -0.0412], [-0.0881, -0.0878, -0.0700], [0.0173, -0.1409, -0.1355], [0.2004, -0.0811, -0.1043], [0.2944, -0.4643, -0.0416], [-0.1316, -0.0989, -0.0662], [-0.0767, -0.0637, -0.0803], [-0.0799, 0.0944, -0.0219], [-0.0008, 0.1027, 0.1307], [0.1382, 0.0332, 0.2002], [0.0157, -0.1212, 0.2211], [-0.1950, 0.2242, -0.0045], [-0.1171, -0.0963, -0.1493], [0.0406, -0.0834, 0.1228], [0.1378, 0.1027, -0.0679], [-0.1197, 0.1897, 0.0376], [0.0148, -0.0861, 0.1493], [-0.0707, -0.1371, -0.2025], [0.1960, 0.0409, -0.1004], [-0.1212, 0.1981, 0.1210], [-0.1304, -0.0088, 0.0112], [-0.0499, -0.0905, -0.0343], [0.0493, -0.0599, -0.0802], [0.2114, -0.0515, 0.0651], [-0.0198, -0.1468, -0.1676], [-0.0921, 0.0322, -0.1175], [-0.1041, 0.0998, 0.0266], [0.0307, 0.0931, 0.0871], [0.1184, -0.0696, 0.1688], [0.0168, -0.1060, 0.1956], [0.0966, 0.0457, -0.1221], [-0.0241, 0.0002, -0.0047], [-0.1045, 0.0490, 0.0032], [0.0684, 0.1301, 0.1148], [0.1734, -0.0181, -0.0825], [-0.2178, -0.4165, 0.2347], [0.0933, 0.0754, -0.3316], [0.0888, -0.0652, 0.0042], [-0.0486, 0.0219, 0.0533], [-0.0725, 0.0715, -0.0933], [-0.0952, 0.0276, -0.0645], [-0.2680, 0.0059, -0.2591], [-0.1342, 0.8481, -0.1654], [0.2252, -0.0546, -0.2077], [0.1995, -0.7021, 0.4807], [0.0896, -0.2015, 0.0847], [0.0134, 0.0276, 0.3009], [0.0139, -0.0330, 0.0229], [0.0021, 0.0925, 0.0572], [-0.0817, -0.0571, 0.0316], [0.0733, -0.0070, 0.0444], [0.1040, 0.0067, -0.0597], [0.0132, -0.0402, -0.1527], [0.1231, 0.1654, 0.0469], [0.0301, -0.0022, 0.0470], [0.1093, 0.0708, -0.0198], [-0.0053, 0.0196, -0.0152], [0.0121, -0.0138, -0.0682], [-0.0457, 0.1412, -0.0577], [0.0386, 0.0041, 0.0870], [0.0162, 0.0320, 0.0852], [0.0108, -0.0998, -0.0283], [0.2084, -0.3936, 0.0183], [0.0636, -0.0142, -0.0241], [-0.1113, 0.2437, 0.1699], [0.2027, -0.2223, 0.0828], [-0.5223, 0.0899, -0.3163], [0.4413, 0.4763, 0.5272], [-0.0057, -0.0912, -0.0047], [-0.0185, -0.0086, -0.1257], [-0.1879, 0.1079, -0.1432], [-0.1015, 0.0290, 0.0202]], "nbo_charge": [1.795, -0.061, -0.076, -0.612, -0.065, -0.058, -0.617, -0.061, -0.066, -0.614, -0.070, -0.059, -0.632, 0.228, 0.236, 0.233, 0.222, 0.225, 0.212, 0.216, 0.213, 0.226, 0.220, 0.225, 0.221, 0.228, 0.215, 0.248, 0.199, -0.612, -0.539, -0.587, -0.610, 2.047, -1.256, -0.578, -0.127, -0.239, -0.196, -0.213, -0.198, -0.568, -0.136, -0.242, -0.203, -0.221, -0.195, 0.214, 0.211, 0.224, 0.214, 0.178, 0.209, 0.212, 0.223, 0.210, 0.207, 0.221, 0.221, 0.216, 0.220, 0.214, 0.223, 0.225, 0.219, 0.210, -0.637, -0.008, -0.219, -0.199, -0.237, 0.120, -0.632, 0.208, -0.277, -0.158, -0.252, -0.161, -0.195, 0.780, -0.735, -0.874, 0.021, -0.660, 0.225, 0.222, 0.215, 0.216, 0.220, 0.221, 0.412, 0.228, 0.220, 0.219, 0.236, 0.220, 0.208, 0.231, 0.144, 0.095, -0.283, -0.147, -0.245, 0.043, -0.467, 0.243, 0.234, 0.233, 0.201]}